Record 1
Computed, not measured: C46H46N5O3PSeV as an isolated structure at a distorted geometry, with the ωB97M-V functional and the def2-TZVPD basis.

For the orbital gap (alpha / beta), the calculation gives 6.907 / 6.803 eV. As for the expectation value of S²: 2.014. Its calculated total energy is -5966.745609 hartree. Its highest occupied orbital energy (alpha / beta) is -9.7 / -9.7 eV. The charge is +1. As for the spin multiplicity: 3.

Last column: Mulliken charge in e.
Positions of all 103 atoms, in Å:
V1 -0.6019 -0.8146 -0.3781  -0.12
O1 -2.9624 0.5477 -3.2254  -0.68
C1 -2.4588 0.0870 -2.2250  0.05
N1 -1.1429 -0.1768 -2.0083  0.01
C2 -0.1563 0.5922 -2.7338  -1.43
C3 0.3156 1.5829 -1.6839  1.01
C4 0.7908 2.8474 -1.9686  -1.06
C5 1.0750 3.7130 -0.9228  -0.59
C6 0.8873 3.2705 0.3762  -0.47
C7 0.4376 1.9808 0.5839  -0.26
N2 0.1431 1.1453 -0.4185  0.74
C8 -3.2156 -0.1315 -0.9437  0.78
C9 -4.5798 0.0278 -0.8206  -0.75
C10 -5.1448 -0.0005 0.4449  -0.44
C11 -4.3168 -0.1919 1.5421  -1.10
C12 -2.9629 -0.3634 1.3367  -0.02
N3 -2.4110 -0.3165 0.1204  0.57
H1 0.6758 -0.0332 -3.0741  0.25
H2 -0.5871 1.0972 -3.5987  0.62
H3 0.9135 3.1524 -2.9985  0.55
H4 1.4302 4.7148 -1.1219  0.45
H5 1.0976 3.9097 1.2213  0.52
H6 0.3119 1.6029 1.5894  0.04
H7 -5.1692 0.1772 -1.7141  0.55
H8 -6.2104 0.1259 0.5756  0.44
H9 -4.7193 -0.2198 2.5442  0.49
H10 -2.2961 -0.5662 2.1655  0.40
O2 -2.9339 -3.2124 0.1942  -0.64
C13 -1.7687 -3.1464 0.5034  0.01
O3 -0.8423 -2.5617 -0.2369  -0.63
C14 -1.2275 -3.6857 1.7884  0.31
C15 -1.8060 -4.8082 2.3643  -0.56
C16 -1.2861 -5.3252 3.5389  -0.75
C17 -0.2120 -4.6988 4.1545  -0.82
C18 0.3469 -3.5566 3.6011  -0.94
C19 -0.1403 -3.0481 2.4002  0.60
P1 0.6569 -1.6007 1.5895  2.22
C20 1.3305 -0.7259 3.0433  0.90
C21 2.6266 -0.8023 3.5346  0.10
C22 2.9789 -0.0817 4.6682  -0.47
C23 2.0572 0.7335 5.3062  -0.88
C24 0.7645 0.8295 4.8118  -0.79
C25 0.4094 0.1015 3.6888  -0.65
C26 1.9937 -2.4664 0.6912  0.70
C27 2.0145 -2.2941 -0.6947  0.41
C28 2.9112 -2.9900 -1.4831  -0.93
C29 3.8359 -3.8354 -0.8850  -0.64
C30 3.8310 -4.0062 0.4906  -1.07
C31 2.8968 -3.3455 1.2760  -0.49
H11 -2.6546 -5.2669 1.8744  0.54
H12 -1.7235 -6.2121 3.9769  0.42
H13 0.1866 -5.0971 5.0782  0.47
H14 1.1623 -3.0599 4.1114  0.36
H15 3.3653 -1.4133 3.0320  0.10
H16 3.9853 -0.1553 5.0599  0.46
H17 2.3420 1.2976 6.1843  0.43
H18 0.0355 1.4652 5.2968  0.47
H19 -0.6035 0.1736 3.3066  0.20
H20 1.3167 -1.5894 -1.1654  0.14
H21 2.8947 -2.8753 -2.5592  0.52
H22 4.5521 -4.3672 -1.4974  0.46
H23 4.5423 -4.6773 0.9538  0.48
H24 2.8700 -3.5373 2.3410  0.45
C32 4.2750 3.5684 2.9559  -1.01
C33 5.5701 3.2743 2.2038  0.20
C34 6.3806 2.1444 2.8424  -0.82
C35 5.7482 0.7641 2.6351  -0.36
N4 6.0032 0.2392 1.3079  1.03
C36 5.1492 0.2686 0.2545  -1.06
Se1 3.4012 0.8189 0.2765  -0.04
N5 5.7993 -0.2375 -0.8231  1.11
C37 5.2601 -0.2892 -2.1695  -0.51
C38 5.2495 1.0628 -2.8805  -0.32
C39 6.6108 1.7568 -3.0005  -0.75
C40 7.0330 2.5190 -1.7404  -0.81
C41 7.0712 -0.6431 -0.4452  0.28
C42 8.0974 -1.2646 -1.1413  -1.00
C43 9.2531 -1.5602 -0.4375  -0.81
C44 9.3901 -1.2322 0.9114  -0.80
C45 8.3692 -0.6071 1.6079  -0.76
C46 7.2050 -0.3279 0.9080  1.14
H25 3.7724 4.4337 2.5218  0.36
H26 4.4791 3.7866 4.0062  0.38
H27 3.5833 2.7246 2.8997  -0.04
H28 6.1871 4.1749 2.1794  0.43
H29 5.3346 3.0148 1.1684  -0.34
H30 6.4685 2.3266 3.9168  0.43
H31 7.3907 2.1363 2.4246  0.45
H32 4.6703 0.8278 2.7538  -0.82
H33 6.1474 0.0476 3.3561  0.57
H34 4.2390 -0.6517 -2.0937  -0.53
H35 5.8506 -1.0141 -2.7305  0.65
H36 4.5538 1.7253 -2.3605  -0.02
H37 4.8450 0.8806 -3.8798  0.59
H38 6.5453 2.4700 -3.8242  0.45
H39 7.3829 1.0295 -3.2694  0.27
H40 6.1884 3.0774 -1.3310  0.17
H41 7.8243 3.2310 -1.9749  0.48
H42 7.4158 1.8554 -0.9644  0.04
H43 8.0010 -1.5205 -2.1875  0.43
H44 10.0689 -2.0562 -0.9452  0.45
H45 10.3103 -1.4784 1.4230  0.42
H46 8.4757 -0.3503 2.6531  0.47


Record 2
Computed, not measured: a 9-piece molecular cluster, C40H77F12N3O10 overall at a distorted geometry, with the ωB97M-V functional and the def2-TZVPD basis.

For the orbital gap, the calculation gives 8.225 eV. Its calculated total energy is -3685.157373 hartree. Its highest occupied orbital energy is -8.1 eV. Its SMILES is CCOC(=O)C(F)(F)F.CCOC(=O)C(F)(F)F.CCOC(=O)C(F)(F)F.CCOC(=O)C(F)(F)F.CCN(CC)CC.CCN(CC)CC.CCN(CC)CC.CC(C)=O.CC(C)=O.

Last column: Mulliken charge in e.
Positions of all 142 atoms, in Å:
C1 12.5484 -2.5411 -2.7963  -1.09
C2 11.5414 -3.4834 -2.2174  -0.21
O1 10.5259 -2.7609 -1.5064  -0.19
C3 9.5200 -3.2758 -0.7211  0.39
O2 9.4240 -4.5237 -0.5926  -0.54
C4 8.6281 -2.2235 0.0346  0.79
F1 7.4105 -2.2599 -0.4705  -0.22
F2 8.5264 -2.4896 1.3677  -0.24
F3 9.1212 -0.9463 -0.0181  -0.24
H1 12.2121 -2.1735 -3.7657  0.30
H2 13.5689 -2.9239 -2.8093  0.32
H3 12.5535 -1.6013 -2.2441  0.33
H4 12.0206 -4.1474 -1.4980  0.31
H5 11.0592 -4.0334 -3.0256  0.28
C5 -8.5955 4.4632 0.0105  -1.01
C6 -8.7413 4.9460 1.4211  -0.21
O3 -8.3782 3.9520 2.4274  -0.30
C7 -7.0702 3.6071 2.7974  0.37
O4 -6.1377 4.0405 2.2045  -0.47
C8 -6.7911 2.8756 4.1071  0.81
F4 -6.1172 1.7442 3.9097  -0.24
F5 -6.0487 3.6542 4.8399  -0.25
F6 -7.8439 2.5960 4.8404  -0.24
H6 -7.7027 3.8601 -0.1548  0.31
H7 -8.5458 5.2979 -0.6887  0.33
H8 -9.4635 3.8658 -0.2686  0.29
H9 -9.7670 5.2672 1.6023  0.30
H10 -8.2069 5.8886 1.5399  0.31
C9 0.9531 -2.0353 0.6848  -1.10
C10 1.1379 -2.1409 2.2057  -0.22
O5 1.3446 -0.9285 2.8701  -0.28
C11 0.3726 -0.0094 3.1402  0.45
O6 -0.8676 -0.2167 2.9828  -0.57
C12 0.9273 1.2898 3.8217  0.82
F7 2.2789 1.3076 3.9778  -0.25
F8 0.6185 2.3621 3.0740  -0.25
F9 0.4188 1.4766 4.9500  -0.23
H11 0.0151 -1.4869 0.5977  0.32
H12 1.0753 -3.0296 0.2553  0.36
H13 1.7968 -1.4681 0.2917  0.28
H14 1.9762 -2.8184 2.3681  0.35
H15 0.2015 -2.5697 2.5627  0.31
C13 4.2827 -5.4805 -5.4755  -1.10
C14 3.4842 -6.7651 -5.1815  -0.25
O7 2.6493 -7.1625 -6.2578  -0.32
C15 3.1541 -7.6754 -7.3854  0.42
O8 4.3175 -8.1481 -7.4848  -0.54
C16 2.2025 -7.8252 -8.5607  0.83
F10 0.9283 -7.7445 -8.1788  -0.22
F11 2.4927 -6.8407 -9.4214  -0.25
F12 2.3698 -8.9256 -9.3523  -0.24
H16 4.6441 -5.0148 -4.5587  0.38
H17 3.5025 -4.8206 -5.8550  0.30
H18 5.1031 -5.5407 -6.1906  0.29
H19 3.1040 -6.6079 -4.1721  0.41
H20 4.2500 -7.5207 -5.0060  0.28
C17 3.0912 11.7364 0.6968  -1.00
C18 1.7236 10.9714 0.8524  -0.75
N1 0.7906 11.5412 1.9156  0.01
C19 0.4752 12.9554 1.6804  -0.39
C20 -0.3103 13.1795 0.3812  -1.32
C21 1.0888 11.3016 3.3184  -0.44
C22 1.3138 9.7980 3.6907  -1.22
H21 2.9528 12.8172 0.7253  0.23
H22 3.6912 11.4451 -0.1653  0.40
H23 3.6829 11.4123 1.5529  0.28
H24 1.0215 10.9825 0.0187  0.37
H25 1.9308 9.9013 0.8427  0.42
H26 -0.1354 13.3695 2.4828  0.43
H27 1.3913 13.5438 1.6301  0.25
H28 0.2582 12.9272 -0.5139  0.31
H29 -1.2627 12.6604 0.2738  0.32
H30 -0.5770 14.2345 0.3189  0.41
H31 0.3756 11.7080 4.0357  0.39
H32 2.0128 11.8344 3.5431  0.34
H33 1.4869 9.6011 4.7487  0.40
H34 2.2081 9.4300 3.1878  0.26
H35 0.4829 9.1452 3.4232  0.31
C23 -8.9674 -1.6415 -1.6877  -1.37
C24 -7.5992 -2.1476 -1.1732  -0.39
N2 -7.5788 -3.4510 -0.5413  -0.01
C25 -6.2394 -3.8518 -0.0066  -0.38
C26 -5.0796 -4.0013 -0.9498  -1.48
C27 -8.5633 -3.6284 0.5275  -0.73
C28 -8.3609 -2.7448 1.6781  -1.01
H36 -9.5418 -2.4061 -2.2107  0.34
H37 -8.8032 -0.8248 -2.3907  0.42
H38 -9.5369 -1.2123 -0.8634  0.28
H39 -6.9051 -2.2216 -2.0103  0.44
H40 -7.2226 -1.3667 -0.5125  0.34
H41 -5.8813 -3.1474 0.7441  0.31
H42 -6.3283 -4.7693 0.5752  0.43
H43 -4.2566 -4.4617 -0.4031  0.44
H44 -5.3267 -4.5968 -1.8286  0.33
H45 -4.6286 -3.0306 -1.1559  0.34
H46 -8.6293 -4.6529 0.8937  0.38
H47 -9.6139 -3.5781 0.2415  0.39
H48 -9.2527 -2.8860 2.2887  0.39
H49 -8.2455 -1.6894 1.4310  0.24
H50 -7.4576 -2.9498 2.2525  0.29
C29 -0.2151 -8.0244 3.4415  -1.23
C30 0.3052 -8.5374 2.0000  -0.61
N3 0.6709 -9.9610 1.9804  0.26
C31 2.0420 -10.0564 2.4818  -0.52
C32 2.0564 -10.9509 3.7066  -1.32
C33 0.4687 -10.8516 0.8283  -0.81
C34 1.0813 -10.4798 -0.5268  -1.11
H51 0.6237 -7.7865 4.0958  0.27
H52 -0.7365 -8.9264 3.7619  0.35
H53 -0.9783 -7.2476 3.3927  0.39
H54 -0.5684 -8.5593 1.3484  0.44
H55 1.1013 -7.9634 1.5258  0.43
H56 2.7468 -10.3539 1.7054  0.34
H57 2.4371 -9.1188 2.8727  0.39
H58 1.3925 -10.6948 4.5323  0.29
H59 1.6865 -11.9561 3.5044  0.30
H60 3.0221 -11.1428 4.1742  0.41
H61 -0.5672 -11.1899 0.8057  0.49
H62 0.9386 -11.8258 0.9639  0.27
H63 0.7597 -11.1371 -1.3346  0.41
H64 2.1663 -10.4087 -0.6034  0.28
H65 0.7467 -9.5350 -0.9549  0.28
C35 4.3310 5.3712 -1.7477  -0.98
C36 4.1670 4.4957 -0.5312  0.71
C37 5.2526 4.7194 0.5429  -0.96
O9 3.2597 3.6479 -0.4081  -0.57
H66 3.8186 5.0359 -2.6494  0.32
H67 5.3402 5.5394 -2.1235  0.34
H68 3.8568 6.2944 -1.4144  0.24
H69 4.8357 5.0064 1.5083  0.32
H70 5.8722 5.5973 0.3599  0.32
H71 5.8874 3.8346 0.5906  0.26
C38 -2.4393 6.8883 -0.9287  -0.97
C39 -2.5907 6.9367 -2.4272  0.89
C40 -3.6573 6.0693 -2.9557  -1.12
O10 -1.8986 7.7240 -3.0974  -0.59
H72 -3.4559 6.9206 -0.5369  0.30
H73 -1.8158 7.6965 -0.5464  0.24
H74 -1.9336 5.9625 -0.6545  0.30
H75 -3.3146 5.0564 -2.7446  0.31
H76 -3.7317 6.1483 -4.0403  0.30
H77 -4.6222 6.1918 -2.4637  0.33


Record 3
Computed, not measured: the molecule C6H6O2 at a distorted geometry, with the ωB97M-V functional and the def2-TZVPD basis.

For the orbital gap, the calculation gives 9.767 eV. Its calculated total energy is -382.540452 hartree. Its highest occupied orbital energy is -8.9 eV. Its SMILES is C1=C[C@H]2[C@H]3O[C@@H]1O[C@@H]23.

Last column: Mulliken charge in e.
Positions of all 14 atoms, in Å:
C1 1.6120 -0.1018 -0.0914  -0.50
C2 1.1990 1.1239 0.0142  -0.34
C3 -0.1788 1.4665 0.0292  -0.47
C4 -1.2538 0.3374 -0.6790  -0.14
O1 -0.4462 -0.7808 -1.1286  -0.42
C5 0.5334 -1.0072 -0.1145  0.49
O2 -0.2916 -1.0586 1.0496  -0.39
C6 -1.0214 0.1528 0.8043  -0.16
H1 2.6648 -0.6484 -0.1186  0.23
H2 1.7101 1.9964 0.4141  0.32
H3 -0.6288 2.4414 0.1894  0.44
H4 -2.1382 0.9354 -1.0838  0.34
H5 0.7533 -2.1726 -0.2151  0.29
H6 -1.8014 0.3332 1.6691  0.32


Short version: relative energy (zero: lowest compared OMol25 entry of this formula, charge and spin) = 182.08; 518.25; 381.45 kJ/mol, in the order given.